Record 1
{
  "formula": "C2H2N2OS2",
  "method": "the ωB97M-V functional and the def2-TZVPD basis",
  "elements": ["O", "C", "S", "N", "C", "N", "S", "H", "H"],
  "xyz": [[-3.0382, -0.2220, 0.1595], [-1.8195, -0.0856, -0.1081], [-1.0321, 1.6013, -0.2626], [0.4470, 1.3922, 0.5555], [1.2522, 0.4779, 0.1136], [0.8240, -0.6212, -0.5169], [-0.5672, -1.3697, 0.0963], [2.3002, 0.2580, 0.5244], [1.6335, -1.4311, -0.5617]],
  "de_lowest_kcal_mol": 29.5,
  "charge": 0,
  "smiles": "O=C1SN=CNS1",
  "e_tot_ha": -1058.4666
}

***

Record 2
{
  "formula": "C5H10O2",
  "method": "the ωB97M-V functional and the def2-TZVPD basis",
  "elements": ["C", "C", "O", "C", "C", "C", "O", "H", "H", "H", "H", "H", "H", "H", "H", "H", "H"],
  "xyz": [[-2.1683, 0.5463, -0.4616], [-1.2413, -0.4968, 0.1177], [-0.6159, -0.0083, 1.2811], [0.6705, -0.6050, 1.3141], [1.0227, -0.6995, -0.1530], [1.7827, 0.7273, -0.5351], [-0.2013, -0.8018, -0.8196], [-1.5952, 1.4538, -0.6729], [-2.6040, 0.1719, -1.3925], [-2.9748, 0.7872, 0.2370], [-1.7706, -1.4420, 0.3290], [1.4637, 0.1721, 1.2564], [0.6435, -1.5289, 1.9391], [1.7069, -1.5199, -0.3951], [1.9155, 0.6456, -1.6033], [2.7918, 0.9659, -0.1120], [1.1743, 1.6320, -0.3291]],
  "de_lowest_kcal_mol": 64.7,
  "charge": 0,
  "smiles": "C[C@@H]1OC[C@H](C)O1",
  "e_tot_ha": -346.9224
}

***

Record 3
{
  "formula": "C19H21N3O2",
  "method": "the ωB97M-V functional and the def2-TZVPD basis",
  "elements": ["C", "C", "O", "C", "O", "C", "N", "N", "C", "C", "C", "C", "C", "C", "N", "C", "C", "C", "C", "C", "C", "C", "C", "C", "H", "H", "H", "H", "H", "H", "H", "H", "H", "H", "H", "H", "H", "H", "H", "H", "H", "H", "H", "H", "H"],
  "xyz": [[2.7633, -3.3589, 1.5243], [3.2839, -2.0377, 0.9746], [2.2646, -1.3365, 0.2619], [1.3984, -0.6402, 0.9962], [1.4353, -0.5487, 2.2013], [0.3863, 0.0581, 0.1618], [0.7077, 0.3442, -1.0447], [-0.1243, 0.9758, -1.8588], [0.2469, 1.3168, -3.1446], [1.5411, 1.0750, -3.6035], [1.8902, 1.4370, -4.8888], [0.9656, 2.0410, -5.7270], [-0.3202, 2.2812, -5.2707], [-0.6835, 1.9236, -3.9867], [-0.8284, 0.3988, 0.7761], [-1.1340, 1.8068, 0.9705], [-1.0759, 2.1507, 2.4563], [-2.1630, 1.3605, 3.1734], [-2.0681, -0.0990, 2.8197], [-2.6436, -1.0579, 3.6394], [-2.5435, -2.4069, 3.3530], [-1.8544, -2.8140, 2.2226], [-1.2870, -1.8757, 1.3859], [-1.3804, -0.5135, 1.6759], [3.5704, -3.8943, 2.0161], [1.9716, -3.1720, 2.2461], [2.3686, -3.9714, 0.7172], [3.6462, -1.4062, 1.7927], [4.0801, -2.1985, 0.2451], [-1.0925, 1.1332, -1.5843], [2.2444, 0.6017, -2.9377], [2.8930, 1.2471, -5.2419], [1.2447, 2.3226, -6.7309], [-1.0456, 2.7504, -5.9189], [-1.6874, 2.1100, -3.6308], [-0.4122, 2.4056, 0.4097], [-2.1422, 2.0143, 0.5855], [-1.2124, 3.2233, 2.6002], [-0.0968, 1.8636, 2.8445], [-2.0710, 1.4798, 4.2546], [-3.1486, 1.7426, 2.8844], [-3.1695, -0.7344, 4.5270], [-2.9945, -3.1360, 4.0090], [-1.7654, -3.8645, 1.9876], [-0.7618, -2.1880, 0.4937]],
  "de_lowest_kcal_mol": 47.3,
  "charge": 0,
  "smiles": "CCOC(=O)/C(=N/Nc1ccccc1)N1CCCc2ccccc21",
  "e_tot_ha": -1051.3590
}